--- A ---
13
Properties=species:S:1:pos:R:3 method="wB97M-V/def2-TZVPD" charge=0 lumo_energy_ev=0.54 homo_ev=-8.9
N -1.83 0.10 0.45
C -0.74 0.76 -0.22
C 0.54 0.33 0.41
N 1.08 -1.28 -0.06
C 1.77 0.42 -0.29
N 2.68 0.96 -0.79
H -2.74 0.51 0.22
H -1.91 -0.86 0.09
H -0.84 1.84 -0.04
H -0.68 0.62 -1.31
H 0.58 0.46 1.49
H 0.38 -1.94 -0.40
H 1.69 -1.93 0.47

--- B ---
13
Properties=species:S:1:pos:R:3 method="wB97M-V/def2-TZVPD" charge=0 lumo_energy_ev=0.79 homo_ev=-8.9
C -0.64 1.64 0.05
C 1.41 0.27 -0.05
C -1.87 -1.04 0.08
H -1.33 1.64 0.90
H -1.21 2.13 -0.89
H 0.17 2.35 0.48
H 2.01 1.22 -0.01
H 1.17 -1.51 0.20
H -2.31 -1.96 -0.07
H -2.48 -0.13 0.08
N 0.02 0.38 -0.17
N 2.07 -0.84 0.08
N -0.58 -0.82 -0.08

--- C ---
13
Properties=species:S:1:pos:R:3 method="wB97M-V/def2-TZVPD" charge=0 lumo_energy_ev=0.86 homo_ev=-8.6
C -1.17 -0.06 0.02
C 1.28 -0.66 -0.13
C 1.85 0.42 0.40
H -0.14 1.54 -0.85
H -1.73 1.82 -0.38
H -2.47 -1.38 0.54
H -0.35 -1.93 -0.25
H 1.90 -1.45 -0.57
H 2.93 0.51 0.47
H 1.27 1.24 0.84
N -0.88 1.29 -0.21
N -2.38 -0.39 0.35
N -0.12 -0.94 -0.23

In terms of stability, C leads; the second structure lies 0.0888 hartree higher.

--- A ---
13
Properties=species:S:1:pos:R:3 method="wB97M-V/def2-TZVPD" charge=0 lumo_energy_ev=0.69 homo_ev=-9.6
N 0.70 0.31 1.61
C 0.89 0.26 0.16
C -0.35 -0.33 -0.64
N -1.52 -0.25 0.19
C -0.52 0.24 -2.07
N -0.63 0.36 -3.23
H 1.38 -0.25 2.11
H 0.78 1.26 1.97
H 1.76 -0.36 -0.08
H 1.08 1.26 -0.22
H -0.11 -1.35 -0.97
H -1.26 -0.19 1.17
H -2.22 -0.95 0.01

--- B ---
13
Properties=species:S:1:pos:R:3 method="wB97M-V/def2-TZVPD" charge=0 lumo_energy_ev=0.90 homo_ev=-8.4
N 0.53 -0.19 0.79
C 0.71 0.61 -0.38
N 1.77 0.19 -1.16
C -0.70 -0.71 1.10
C -1.78 -0.57 0.33
N 0.16 1.72 -0.63
H 1.34 -0.70 1.12
H 1.87 -0.80 -1.30
H 1.92 0.76 -1.97
H -0.57 1.98 0.03
H -0.75 -1.16 2.09
H -1.75 -0.29 -0.71
H -2.75 -0.85 0.69

In terms of stability, B leads; the second structure lies 0.0104 hartree higher.

--- A ---
13
Properties=species:S:1:pos:R:3 method="wB97M-V/def2-TZVPD" charge=0 lumo_energy_ev="0.30 / 0.73" homo_ev="-7.0 / -8.0"
C -3.36 0.59 -0.38
C 1.19 0.28 0.60
C 0.44 -0.23 -0.66
N -2.75 0.15 0.48
N -1.67 -0.66 0.30
N -0.99 -0.10 -0.73
H -4.11 1.29 -0.70
H 0.61 1.04 1.12
H 2.23 0.58 0.33
H 1.39 -0.49 1.30
H 0.76 -1.31 -0.72
H 0.75 0.14 -1.65
H -1.03 -0.75 1.12

--- B ---
13
Properties=species:S:1:pos:R:3 method="wB97M-V/def2-TZVPD" charge=0 lumo_energy_ev="0.68 / 0.30" homo_ev="-8.6 / -8.3"
C -1.52 -0.90 0.46
C -0.89 0.47 0.63
C -0.47 -0.52 -0.51
N 3.66 -0.13 0.08
N 2.71 0.42 -0.36
N 0.73 -1.19 -0.58
H -1.43 -1.60 1.30
H -2.56 -0.87 0.09
H -1.54 1.27 0.47
H -0.13 0.57 1.41
H -0.86 -0.22 -1.49
H 4.50 0.32 0.34
H 1.12 -1.41 0.37

--- C ---
13
Properties=species:S:1:pos:R:3 method="wB97M-V/def2-TZVPD" charge=0 lumo_energy_ev=1.13 homo_ev=-8.6
C -1.54 -0.49 0.71
C -0.58 0.60 0.14
C 1.67 0.38 -0.80
N -0.74 -1.68 0.75
N 0.27 -1.71 0.14
N 0.33 -0.09 -0.72
H -1.94 -0.26 1.70
H -2.37 -0.68 0.03
H -1.14 1.34 -0.43
H -0.06 1.10 0.99
H 2.02 0.88 0.12
H 2.33 -0.46 -1.01
H 1.73 1.09 -1.63

In terms of stability, C leads; the second structure lies 0.0905 hartree higher.